Entry 1:
The following is a quantum chemistry calculation of the ion C4H8N2S with charge +2 in a non-equilibrium geometry, from the OMol25 dataset.

Results
Highest occupied orbital energy (alpha / beta), eV: -19.42 / -19.42
Net charge: +2
Relative energy (zero: lowest compared OMol25 entry of this formula, charge and spin), kJ/mol: 373.4
Orbital gap (alpha / beta), eV: 7.68 / 7.68
Total energy, Ha: -664.0785

```
15
C4H8N2S | the OMol25 dataset | ωB97M-V/def2-TZVPD
C 0.223 -0.746 -1.137
C 0.869 0.880 1.186
C 1.676 -0.233 -1.207
C -1.951 -0.348 -0.430
N -0.579 -0.259 -0.334
N 0.427 0.999 2.379
S 2.134 0.896 0.206
H -0.106 -1.538 -1.761
H 2.315 -1.144 -1.005
H 1.676 0.320 -2.120
H -2.145 -1.265 -1.156
H -2.622 0.441 -0.858
H -2.383 -0.630 0.568
H -0.484 1.453 2.417
H 0.951 1.176 3.252
```

Here are the Mulliken charges for atoms 1 to 2, given in e:
1 C -0.08
2 C 0.62

***

Entry 2:
The following is a quantum chemistry calculation of the ion C4H8N3O with charge +1 in a non-equilibrium geometry, from the OMol25 dataset.

Results
Highest occupied orbital energy, eV: -14.34
Net charge: +1
Relative energy (zero: lowest compared OMol25 entry of this formula, charge and spin), kJ/mol: 441.4
SMILES string: Cc1cn[n+](CN)o1
Orbital gap, eV: 9.44
Total energy, Ha: -396.3681

```
16
C4H8N3O | the OMol25 dataset | ωB97M-V/def2-TZVPD
C -1.448 -0.224 -0.978
C -0.904 -0.947 0.154
C -1.327 -2.185 0.787
C 1.131 1.858 -0.069
N -0.037 0.987 -0.022
N -0.800 0.947 -1.027
N 2.242 0.952 -0.047
O -0.038 -0.181 0.736
H -2.011 -0.482 -1.781
H -0.531 -2.876 0.725
H -1.530 -1.999 1.786
H -2.246 -2.620 0.264
H 2.561 0.698 -0.939
H 1.089 2.597 0.836
H 0.876 2.336 -1.001
H 2.974 1.139 0.575
```

Here are the Mulliken charges for atoms 1 to 2, given in e:
1 C -0.31
2 C 0.57

***

Entry 3:
The following is a quantum chemistry calculation of the molecule C7H8BrNO2 in a non-equilibrium geometry, from the OMol25 dataset.

Results
Highest occupied orbital energy (alpha / beta), eV: -8.49 / -8.55
Relative energy (zero: lowest compared OMol25 entry of this formula, charge and spin), kJ/mol: 715.4
Orbital gap (alpha / beta), eV: 7.30 / 7.59
Total energy, Ha: -3050.5070

```
19
C7H8BrNO2 | the OMol25 dataset | ωB97M-V/def2-TZVPD
C 0.643 -1.967 -0.706
C -0.765 -1.994 -0.472
C 1.515 -0.924 -0.734
C -1.506 -1.049 0.079
C 1.146 0.582 -0.663
C 0.005 0.958 0.242
C 0.115 1.016 1.680
N -1.041 1.585 -0.420
O -2.060 1.959 0.238
O -0.976 1.785 -1.641
Br -3.114 -0.443 0.420
H 1.132 -2.969 -0.577
H -1.169 -2.933 -0.799
H 2.533 -1.033 -0.931
H 2.033 1.070 -0.223
H 0.905 1.157 -1.592
H -0.882 1.312 2.229
H 0.919 1.781 1.803
H 0.568 0.106 2.067
```

Here are the Mulliken charges for atoms 1 to 2, given in e:
1 C -0.18
2 C 0.10

***

Entry 4:
The following is a quantum chemistry calculation of a structure of composition C40H53Cl3GeN4O4SSn in a non-equilibrium geometry, from the OMol25 dataset.

Results
Highest occupied orbital energy (alpha / beta), eV: -3.95 / -3.90
Net charge: -1
Orbital gap (alpha / beta), eV: 5.32 / 4.10
Multiplicity: 2
Total energy, Ha: -6146.1504

```
107
C40H53Cl3GeN4O4SSn | the OMol25 dataset | ωB97M-V/def2-TZVPD
Sn -0.257 -0.945 -0.491
C -5.427 2.945 1.177
C -5.282 1.597 0.466
C -3.952 1.455 -0.196
C -3.627 1.703 -1.498
C -4.533 2.131 -2.608
C -4.552 3.647 -2.807
C -2.218 1.402 -1.633
N -1.734 0.959 -0.448
C -2.741 0.994 0.446
C -2.619 0.653 1.790
C -1.504 0.138 2.432
C -1.430 -0.175 3.847
C -2.491 0.111 4.861
C -2.256 1.468 5.534
C -0.202 -0.732 4.056
C 0.460 -0.738 2.767
C 1.752 -1.222 2.559
C 2.518 -1.047 1.402
N 2.039 -0.638 0.214
C 3.100 -0.446 -0.608
C 3.037 0.108 -1.874
C 1.931 0.655 -2.512
N 0.674 0.694 -2.023
C -0.089 1.360 -2.918
C -1.447 1.620 -2.768
C 0.708 1.734 -4.061
C 1.980 1.312 -3.798
C 3.189 1.418 -4.670
C 3.479 0.085 -5.367
C 0.206 2.473 -5.257
C 0.169 3.979 -4.996
C 4.325 -0.775 0.091
C 3.960 -1.158 1.348
C 4.827 -1.505 2.511
C 4.955 -0.320 3.472
C 5.708 -0.612 -0.451
C 6.192 0.831 -0.272
N -0.339 -0.197 1.828
C 0.383 -1.246 5.332
C 1.446 -0.309 5.914
H -6.406 3.021 1.645
H -5.319 3.763 0.467
H -4.665 3.059 1.945
H -6.073 1.501 -0.283
H -5.414 0.788 1.189
H -5.548 1.786 -2.394
H -4.212 1.656 -3.538
H -4.914 4.149 -1.913
H -5.194 3.913 -3.646
H -3.549 4.006 -3.016
H -3.500 0.795 2.399
H -2.497 -0.677 5.620
H -3.472 0.114 4.380
H -1.310 1.466 6.070
H -3.053 1.696 6.241
H -2.219 2.256 4.784
H 2.280 -1.598 3.425
H 3.970 0.196 -2.413
H -1.947 2.077 -3.613
H 4.058 1.705 -4.069
H 3.032 2.195 -5.422
H 3.692 -0.688 -4.635
H 4.335 0.181 -6.032
H 2.618 -0.232 -5.951
H -0.798 2.123 -5.506
H 0.846 2.268 -6.117
H -0.423 4.187 -4.108
H -0.261 4.510 -5.844
H 1.176 4.350 -4.824
H 5.825 -1.781 2.163
H 4.405 -2.363 3.038
H 5.458 0.513 2.986
H 5.524 -0.605 4.355
H 3.973 0.022 3.784
H 5.730 -0.877 -1.512
H 6.390 -1.280 0.081
H 5.516 1.517 -0.777
H 7.193 0.964 -0.680
H 6.210 1.088 0.784
H 0.828 -2.229 5.156
H -0.416 -1.377 6.064
H 2.284 -0.208 5.232
H 1.824 -0.705 6.854
H 1.040 0.685 6.096
C -3.038 -2.865 2.541
S -2.210 -3.067 0.960
O -2.680 -1.989 0.106
O -2.525 -4.375 0.455
O -0.750 -2.886 1.206
H -3.768 -3.656 2.629
H -3.504 -1.894 2.506
H -2.308 -2.928 3.336
C -1.063 -1.405 -4.435
O -1.288 -2.657 -3.815
C -0.682 -2.901 -2.684
C -0.981 -4.272 -2.232
H -1.967 -0.800 -4.366
H -0.839 -1.601 -5.485
H -0.235 -0.879 -3.956
H -1.529 -4.860 -2.974
H -1.587 -4.200 -1.321
H -0.063 -4.768 -1.922
Cl -0.546 -4.597 3.936
Ge 0.836 -4.060 2.200
Cl 2.957 -4.876 3.181
Cl 0.413 -5.803 0.880
```

Here are the Mulliken charges for atoms 1 to 2, given in e:
1 Sn 1.16
2 C -1.14

***

Entry 5:
The following is a quantum chemistry calculation of a cluster of 2 separate species, CHN2O2P in total in a non-equilibrium geometry, from the OMol25 dataset.

Results
Highest occupied orbital energy (alpha / beta), eV: -11.14 / -10.38
Relative energy (zero: lowest compared OMol25 entry of this formula, charge and spin), kJ/mol: 296.1
Orbital gap (alpha / beta), eV: 8.29 / 8.68
Total energy, Ha: -639.8067

```
7
CHN2O2P | the OMol25 dataset | ωB97M-V/def2-TZVPD
C -1.174 -0.936 0.354
N -2.299 -0.996 0.571
N 0.781 0.806 0.384
O 0.325 1.188 1.435
O 1.404 1.441 -0.422
P 0.558 -0.995 0.074
H 0.404 -0.508 -2.397
```

Here are the Mulliken charges for atoms 1 to 2, given in e:
1 C 0.36
2 N -0.26

***

Entry 6:
The following is a quantum chemistry calculation of a structure of composition H3INP in a non-equilibrium geometry, from the OMol25 dataset.

Results
Highest occupied orbital energy (alpha / beta), eV: -8.91 / -8.87
Relative energy (zero: lowest compared OMol25 entry of this formula, charge and spin), kJ/mol: 491.4
Orbital gap (alpha / beta), eV: 7.85 / 7.59
Total energy, Ha: -695.4188

```
6
H3INP | the OMol25 dataset | ωB97M-V/def2-TZVPD
N -0.394 0.635 0.066
P 0.370 -0.861 0.241
I -0.055 1.471 -1.766
H -2.052 -0.064 -0.235
H 1.691 -0.434 0.058
H 0.440 -0.748 1.636
```

Here are the Mulliken charges for atoms 1 to 2, given in e:
1 N -0.51
2 P 0.05

***

Entry 7:
The following is a quantum chemistry calculation of a cluster of 2 separate species, C16H16Br2N in total in a non-equilibrium geometry, from the OMol25 dataset.

Results
Highest occupied orbital energy, eV: -11.64
Net charge: +1
Orbital gap, eV: 6.52
Total energy, Ha: -5821.7585

```
35
C16H16Br2N | the OMol25 dataset | ωB97M-V/def2-TZVPD
Br 3.323 0.721 -5.732
C 2.620 0.555 -3.944
C 3.530 0.557 -2.865
C 3.003 0.433 -1.570
C 1.634 0.253 -1.323
C 1.123 0.055 0.047
C -0.204 0.395 0.369
C -0.702 0.421 1.617
C -2.073 0.635 1.946
C -2.503 0.781 3.296
C -3.844 0.930 3.642
C -4.830 0.939 2.631
Br -6.655 1.084 3.084
C -4.440 0.839 1.274
C -3.093 0.690 0.955
C 0.762 0.281 -2.434
C 1.239 0.454 -3.744
H 4.599 0.664 -3.022
H 3.689 0.394 -0.726
H 1.857 0.004 0.818
H -0.810 0.781 -0.432
H -0.039 0.260 2.461
H -1.746 0.788 4.083
H -4.156 1.017 4.693
H -5.205 0.855 0.493
H -2.810 0.607 -0.096
H -0.294 0.089 -2.317
H 0.560 0.520 -4.590
C 2.776 -2.274 0.225
N 1.373 -1.952 0.472
H 2.939 -3.349 0.352
H 2.874 -2.021 -0.825
H 3.552 -1.730 0.780
H 0.984 -1.861 -0.477
H 0.967 -2.816 0.857
```

Here are the Mulliken charges for atoms 1 to 2, given in e:
1 Br -0.12
2 C 0.14

***

Entry 8:
The following is a quantum chemistry calculation of a cluster of 3 separate species, C13H19F2NO10 in total in a non-equilibrium geometry, from the OMol25 dataset.

Results
Highest occupied orbital energy, eV: -10.92
SMILES string: O=COCCOC(=O)N(F)CCCF.O=C1OCCO1.O=C1OCCO1
Orbital gap, eV: 10.19
Total energy, Ha: -1513.3647

```
45
C13H19F2NO10 | the OMol25 dataset | ωB97M-V/def2-TZVPD
O 4.244 -3.443 0.486
C 2.976 -3.001 0.600
O 2.566 -1.581 0.600
C 2.247 -1.299 -0.827
C 1.294 0.048 -0.923
O 0.652 0.193 0.403
C -0.809 0.267 0.250
O -1.299 1.304 -0.486
N -1.834 -0.658 0.867
F -1.355 -1.343 1.933
C -2.519 -1.544 -0.148
C -1.520 -2.510 -1.019
C -0.725 -3.651 -0.149
F -1.732 -4.618 0.369
H 2.136 -3.812 0.717
H 3.234 -1.048 -1.407
H 1.623 -2.184 -1.270
H 1.888 1.019 -1.267
H 0.472 -0.119 -1.771
H -3.087 -0.824 -0.913
H -3.378 -2.120 0.428
H -0.748 -1.924 -1.691
H -2.214 -3.104 -1.787
H -0.013 -3.215 0.688
H -0.046 -4.255 -0.917
C -2.694 2.872 -2.778
C -3.145 4.216 -2.304
O -3.747 4.781 -3.453
C -4.127 3.743 -4.253
O -4.827 3.858 -5.245
O -3.623 2.559 -3.798
H -2.720 2.120 -1.985
H -1.688 2.897 -3.211
H -3.894 4.149 -1.509
H -2.313 4.835 -1.957
C 2.487 0.109 3.316
C 3.759 0.861 3.092
O 3.750 1.829 4.124
C 2.953 1.342 5.119
O 2.856 1.839 6.229
O 2.281 0.226 4.711
H 2.567 -0.941 3.023
H 1.637 0.561 2.794
H 4.645 0.227 3.209
H 3.792 1.340 2.110
```

Here are the Mulliken charges for atoms 1 to 2, given in e:
1 O -0.49
2 C 0.17